{
  "formula": "C2H5NS2",
  "method": "wB97M-V/def2-TZVPD",
  "elements": ["C", "C", "H", "H", "H", "H", "H", "N", "S", "S"],
  "positions_angstrom": [[1.834319, 1.208896, 0.153688], [-0.642131, 0.926188, -0.166807], [1.531263, 2.336978, 0.168856], [2.736599, 1.151247, -0.578563], [2.177888, 0.948464, 1.205892], [-0.350349, -1.521776, 0.120781], [-0.480491, 1.989999, -0.290256], [0.636965, 0.362477, -0.224869], [0.965808, -1.269208, -0.013182], [-2.042482, 0.003411, 0.077312]],
  "forces_ev_per_a": [[0.3, 1.6, -0.2], [1.3, -2.5, 0.3], [0.4, -2.1, -0.1], [-1.8, -0.3, 1.2], [-0.4, 0.2, -1.4], [-0.3, -0.3, 0.1], [-0.8, 0.3, 0.1], [-0.2, 2.6, 0.6], [0.0, -0.8, 0.0], [1.6, 1.5, -0.5]],
  "smiles": "CN(S)C=S",
  "e_tot_ha": -930.2787,
  "de_lowest_kj_mol": 159.4
}

{
  "formula": "C3H3NS",
  "method": "wB97M-V/def2-TZVPD",
  "elements": ["C", "C", "C", "N", "S", "H", "H", "H"],
  "positions_angstrom": [[-1.588808, -2.093795, 1.028589], [-0.667686, -1.154492, 0.934993], [-0.116639, -0.063349, 0.223445], [-2.397659, -2.947470, 1.167542], [0.104618, -0.811525, 3.402870], [-0.932357, 0.663457, -0.161647], [0.568033, -0.398243, -0.547320], [0.549876, 0.473653, 0.859370]],
  "forces_ev_per_a": [[-2.3, -2.2, -0.3], [2.0, 1.0, 4.7], [-1.0, 1.7, -1.0], [1.1, 1.1, -0.2], [-1.0, -0.6, -3.1], [1.2, -1.3, 0.1], [-0.3, -0.3, -0.8], [0.2, 0.6, 0.6]],
  "e_tot_ha": -568.8105,
  "de_lowest_kj_mol": 543.6
}

{
  "formula": "C19H14AlB2Cl5F16LiMgO14P2",
  "method": "wB97M-V/def2-TZVPD",
  "elements": ["C", "C", "C", "C", "C", "C", "O", "C", "C", "C", "C", "O", "Cl", "C", "O", "H", "H", "H", "H", "H", "H", "H", "H", "H", "Mg", "B", "F", "F", "F", "F", "F", "P", "F", "F", "F", "F", "F", "Al", "C", "C", "O", "C", "O", "O", "H", "H", "H", "H", "Cl", "B", "O", "C", "O", "C", "O", "O", "O", "C", "O", "C", "O", "O", "F", "P", "F", "F", "F", "F", "F", "Li", "C", "Cl", "Cl", "Cl", "H"],
  "positions_angstrom": [[4.147494, -0.617251, 2.719690], [4.145291, 0.577387, 1.788191], [3.675299, 2.083897, 2.324694], [2.035255, 2.122738, 2.602364], [1.515943, 3.198007, 3.530786], [-0.103750, 3.190423, 3.825863], [-0.837797, 4.276904, 4.112227], [-0.854053, 1.698084, 3.791307], [-0.333167, 0.641237, 2.850332], [-0.992505, -0.849089, 2.671140], [0.117334, -2.070785, 2.533445], [0.398825, -2.554173, 1.291437], [0.919403, -2.793983, 4.050742], [0.978674, 1.045858, 1.909300], [1.124454, 0.548681, 0.656592], [5.007672, -0.774159, 3.515623], [3.299442, -1.434877, 2.704601], [4.524145, 0.396047, 0.672160], [4.195476, 2.204036, 3.391261], [4.031191, 2.928577, 1.587587], [2.285529, 3.977102, 3.985331], [-1.792574, 1.518951, 4.472007], [-1.779300, -1.116143, 3.497930], [-1.569150, -0.832413, 1.626556], [-1.092574, 2.408506, 1.139594], [4.007408, -4.923486, 2.675595], [3.209232, -5.675985, 3.629663], [3.419609, -5.042820, 1.351234], [4.038956, -3.523832, 3.067507], [5.361927, -5.451345, 2.653974], [-3.133766, 0.082936, -3.399886], [-4.092366, 0.577419, -2.274619], [-3.256622, 1.890411, -2.214953], [-5.566124, 0.466730, -1.780867], [-3.664631, 0.738314, -0.785561], [-3.973355, -0.964858, -2.082501], [-4.961152, 1.244592, -3.382453], [1.133876, -4.948395, 4.622314], [0.094019, 4.190434, -2.504868], [-0.125902, 3.757295, -3.918027], [0.048334, 4.952231, -4.655511], [0.825361, 5.778075, -3.895334], [1.312729, 6.823361, -4.292240], [0.986467, 5.281203, -2.634130], [0.534265, 3.400040, -1.890783], [-0.826506, 4.541617, -2.026969], [0.616690, 3.024562, -4.251130], [-1.126699, 3.346176, -4.076286], [0.533876, 6.471999, -5.914528], [0.234202, -3.311656, -4.250234], [0.310358, -2.344110, -3.150999], [0.000333, -1.146016, -3.665790], [-0.032712, -0.111785, -3.018819], [-0.280891, -1.275348, -5.071665], [-0.594580, -0.370234, -5.827652], [-0.148878, -2.555540, -5.446743], [1.521802, -3.985762, -4.445358], [1.302676, -5.297673, -4.279277], [2.168501, -6.152670, -4.372004], [-0.086560, -5.527578, -3.980147], [-0.607083, -6.612049, -3.774249], [-0.746783, -4.361343, -3.956944], [-4.461275, -5.867559, -1.024182], [-4.266636, -4.429052, -1.592044], [-5.569950, -4.016882, -0.845408], [-3.161799, -3.419433, -2.025647], [-5.190968, -3.796105, -2.674231], [-3.734566, -5.395066, -2.693592], [-3.477676, -4.081816, -0.294287], [-1.269950, -0.802807, -0.331379], [-0.066148, 5.809519, 7.373753], [-1.122359, 4.489261, 7.903559], [-0.710202, 7.372595, 7.904553], [1.579417, 5.574082, 7.987038], [-0.030457, 5.804794, 6.281346]],
  "forces_ev_per_a": [[-0.3, 1.6, -0.6], [-0.5, -1.1, 1.1], [1.4, -1.3, 0.1], [-0.8, 2.2, 1.9], [-0.2, -3.4, -2.5], [-1.9, 3.9, 1.3], [4.5, -6.8, -1.8], [1.7, -1.9, -2.5], [-0.5, 2.2, 1.9], [0.1, 0.1, -0.4], [0.8, -1.4, -8.5], [-2.0, 3.5, 9.4], [-1.0, 3.4, -2.2], [1.5, -1.4, -2.9], [-1.7, 3.0, 7.1], [-2.5, 1.1, -0.7], [2.9, 0.8, -1.2], [-2.2, 0.4, 2.1], [-1.3, 0.0, -2.2], [-0.9, -1.6, 1.5], [-2.1, -1.6, -1.0], [1.9, 0.5, -1.4], [1.6, 0.7, -1.5], [1.1, -0.3, 2.5], [-0.6, 0.2, -0.5], [2.2, -0.2, -2.3], [-0.8, 0.8, 0.3], [0.4, 0.3, 2.3], [-0.6, -1.2, 0.1], [-2.5, 0.9, 0.4], [3.9, 1.7, -3.7], [-2.6, -1.6, -3.3], [2.3, 5.4, -2.1], [-2.8, -0.9, 4.7], [1.6, -2.2, 7.0], [-1.6, -4.0, 3.1], [0.3, 2.2, -4.9], [1.4, -3.5, 0.4], [-1.0, -1.2, 0.8], [-0.6, -2.4, 0.5], [1.0, -0.8, 4.7], [-2.3, -6.7, 5.0], [-0.8, 0.5, -3.2], [0.9, 2.7, -2.7], [0.2, 0.3, -0.2], [0.1, 0.1, -0.1], [-0.1, 0.1, -0.1], [0.1, 0.1, -0.2], [2.4, 6.9, -5.0], [-0.2, -0.4, -0.6], [-0.4, 1.7, -0.2], [0.8, -0.1, 3.8], [0.0, -0.5, 0.2], [-1.2, 0.3, -5.0], [0.6, -1.0, 1.4], [0.0, 1.1, 0.9], [-0.6, -0.9, 0.3], [5.8, -0.4, -1.1], [-1.8, 1.4, 0.2], [-5.4, -1.8, 1.2], [1.1, 1.8, -0.4], [1.0, -0.9, 0.0], [-2.1, -3.0, 3.4], [0.4, 0.5, -0.5], [-2.5, 0.7, 4.4], [2.0, 3.1, -4.0], [-1.0, 0.7, -4.8], [2.5, -0.8, -4.1], [1.1, -1.2, 5.9], [-0.1, -0.7, -1.6], [0.0, 0.3, 0.0], [0.1, 0.0, -0.1], [0.1, -0.3, -0.2], [-0.1, 0.0, -0.1], [0.0, 0.0, 0.4]],
  "e_tot_ha": -6866.3052,
  "total_charge": 1
}

{
  "formula": "C5H16N2O",
  "method": "wB97M-V/def2-TZVPD",
  "elements": ["N", "C", "C", "C", "N", "C", "C", "H", "H", "H", "H", "H", "H", "H", "H", "H", "H", "H", "H", "H", "H", "H", "H", "O"],
  "positions_angstrom": [[1.058708, -1.224346, 0.933952], [0.925517, 0.281368, 1.179851], [2.032504, 1.014468, 0.510788], [-0.395518, 0.669946, 0.639858], [-0.328985, 0.417106, -0.824950], [-0.762455, 1.630185, -1.557393], [-1.269787, -0.618434, -1.173653], [1.047236, -1.407133, -0.028010], [1.971546, -1.334075, 1.274205], [1.075103, 0.399137, 2.279725], [2.969137, 0.519734, 0.498381], [1.722249, 1.172409, -0.655917], [2.229316, 1.933109, 0.969925], [-1.100484, -0.082533, 1.192633], [-0.742006, 1.685516, 0.952642], [0.166973, 2.340972, -1.554731], [-1.634525, 2.246910, -1.179621], [-1.020298, 1.438735, -2.602484], [-1.326552, -0.316595, -2.425928], [-0.677539, -1.524270, -0.756302], [-2.223524, -0.776483, -0.715356], [-0.884438, -2.619225, 1.740893], [-1.322446, -2.765882, 0.196927], [-1.509732, -3.080618, 1.104568]],
  "forces_ev_per_a": [[-1.2, 1.9, 2.3], [1.1, -1.6, 0.7], [-0.9, 0.3, -3.9], [-1.5, -0.9, 1.5], [-3.2, 2.3, 0.8], [1.9, 2.4, 0.3], [2.5, -1.3, -3.2], [0.3, -0.1, -1.7], [1.6, -1.1, 0.2], [-0.7, -0.1, -0.6], [0.9, -0.9, 0.1], [1.0, -0.2, 2.9], [0.0, 1.8, 0.5], [0.6, 1.4, -1.3], [0.4, -0.6, -0.6], [-1.6, -0.8, -0.1], [0.7, -0.9, 0.2], [0.3, -0.2, 0.1], [-0.3, -2.5, 3.3], [-1.0, 0.4, -1.9], [-1.0, 1.0, 0.3], [-0.8, -0.6, -1.8], [0.2, 0.0, 1.0], [0.6, 0.4, 0.8]],
  "multiplicity": 2,
  "s2": 0.750,
  "e_tot_ha": -384.6960,
  "total_charge": -1,
  "de_lowest_kj_mol": 261.4
}

{
  "formula": "C30H24BrClO2PSn",
  "method": "wB97M-V/def2-TZVPD",
  "elements": ["C", "C", "C", "H", "C", "C", "H", "H", "H", "H", "Sn", "Cl", "P", "C", "C", "H", "C", "H", "C", "H", "C", "H", "C", "H", "C", "C", "H", "C", "H", "C", "H", "C", "H", "C", "H", "C", "C", "H", "C", "H", "C", "H", "C", "H", "C", "H", "Br", "C", "C", "C", "C", "C", "C", "C", "O", "O", "H", "H", "H", "H"],
  "positions_angstrom": [[-1.529282, 2.200456, 1.797857], [-1.864686, 2.411850, 0.439048], [-2.811233, 1.438841, 0.037224], [-1.485861, 3.222835, -0.177208], [-3.087090, 0.589596, 1.149389], [-2.258370, 1.039475, 2.264237], [-2.385329, 0.743219, 3.306048], [-0.880954, 2.810643, 2.416169], [-3.278035, 1.360962, -0.942852], [-3.858399, -0.170005, 1.220781], [-0.718464, -0.354425, 1.023409], [-1.549836, -2.577543, 1.112512], [0.044402, -0.275893, -1.602854], [-1.356225, -0.615692, -2.722206], [-1.448501, -0.043357, -4.005220], [-0.706824, 0.683914, -4.335297], [-2.481502, -0.418765, -4.868552], [-2.530606, 0.011215, -5.871438], [-3.441552, -1.348829, -4.453252], [-4.241151, -1.647541, -5.130859], [-3.384910, -1.889253, -3.163346], [-4.139727, -2.607360, -2.832392], [-2.358099, -1.517794, -2.301586], [-2.311518, -1.937641, -1.294430], [0.900696, 1.213916, -2.210389], [0.172712, 2.400578, -2.444392], [-0.912200, 2.402383, -2.328762], [0.829032, 3.567435, -2.838348], [0.255020, 4.484269, -2.993818], [2.214208, 3.558528, -3.040661], [2.722064, 4.464412, -3.371122], [2.948409, 2.391311, -2.802841], [4.029019, 2.382573, -2.959327], [2.302531, 1.234312, -2.366725], [2.879642, 0.332131, -2.164070], [1.196507, -1.666540, -1.802033], [1.290895, -2.345173, -3.027785], [0.631276, -2.073371, -3.850846], [2.234002, -3.361413, -3.193462], [2.324101, -3.865741, -4.158108], [3.060937, -3.727689, -2.124405], [3.797423, -4.522164, -2.253734], [2.937354, -3.090321, -0.882613], [3.574067, -3.385443, -0.043994], [2.001816, -2.071253, -0.715438], [1.884932, -1.592347, 0.259753], [-0.203652, -2.490682, 4.579564], [0.364680, -0.948690, 5.496037], [0.220654, -0.981514, 6.892635], [0.625291, 0.095114, 7.688123], [1.156507, 1.237744, 7.079535], [1.286476, 1.295684, 5.690931], [0.914206, 0.214523, 4.868054], [1.000216, 0.423551, 3.371570], [1.363551, 1.502568, 2.878948], [0.618345, -0.634427, 2.658964], [-0.219400, -1.863147, 7.355189], [0.505116, 0.030563, 8.770263], [1.465172, 2.086030, 7.695832], [1.692144, 2.193381, 5.222293]],
  "forces_ev_per_a": [[-0.1, -0.1, -0.9], [-0.1, 0.0, 0.7], [-0.2, -0.3, 0.7], [0.0, -0.2, 0.2], [0.4, 0.3, -1.1], [0.8, -0.2, -0.6], [0.2, 0.0, -0.3], [0.0, -0.2, -0.2], [0.1, 0.0, 0.3], [0.3, 0.0, -0.1], [-0.5, 0.1, 1.7], [0.4, 0.4, -0.2], [0.2, 0.0, -0.6], [-0.8, 0.0, 0.2], [0.2, 0.0, 0.2], [-0.2, -0.2, 0.0], [0.0, -0.2, 0.2], [0.0, -0.1, 0.4], [0.2, 0.1, 0.1], [0.2, 0.1, 0.2], [0.1, 0.1, -0.1], [0.3, 0.3, -0.1], [0.4, 0.1, 0.1], [-0.1, 0.0, -0.3], [0.1, 0.6, 0.3], [0.1, -0.1, 0.0], [0.3, 0.0, 0.0], [0.0, -0.2, 0.0], [0.2, -0.3, 0.0], [-0.1, -0.3, 0.2], [-0.1, -0.2, 0.1], [-0.2, 0.1, 0.0], [-0.4, 0.0, 0.1], [-0.3, -0.2, 0.0], [-0.1, 0.2, -0.1], [0.2, -0.5, 0.7], [0.0, 0.1, 0.0], [0.2, -0.1, 0.1], [0.0, 0.1, 0.3], [-0.1, 0.2, 0.4], [-0.2, 0.2, 0.1], [-0.2, 0.2, 0.0], [0.0, 0.0, -0.1], [-0.3, 0.1, -0.3], [-0.2, 0.1, -0.4], [0.2, -0.1, -0.2], [-0.2, -0.3, 0.2], [0.5, 1.2, 0.4], [0.1, 0.2, -0.2], [0.0, 0.0, -0.6], [0.0, -0.2, 0.0], [0.0, -0.2, 0.1], [-0.5, -0.5, 0.4], [0.6, 1.5, -0.3], [-0.8, -2.0, 0.6], [-0.6, 0.7, -1.5], [0.2, 0.2, -0.1], [0.1, 0.1, -0.3], [-0.1, -0.3, -0.3], [-0.1, -0.3, 0.0]],
  "e_tot_ha": -4897.7196,
  "total_charge": 1
}

{
  "formula": "C6H8N2",
  "method": "wB97M-V/def2-TZVPD",
  "elements": ["C", "C", "C", "C", "C", "C", "H", "H", "H", "H", "H", "H", "H", "H", "N", "N"],
  "positions_angstrom": [[-1.696142, 0.698299, -1.760889], [-0.671767, 0.081237, -1.091039], [-0.249763, -1.352853, -1.226828], [1.411456, -0.279977, 1.556311], [0.013606, 0.486928, 1.537365], [0.200622, 0.620550, 0.034918], [-1.902035, 1.802617, -1.574663], [-2.103651, 0.212648, -2.652386], [-0.691044, -2.101196, -1.924949], [1.570995, -1.215682, 2.049342], [2.261641, 0.347020, 1.830670], [-0.115412, 1.396761, 2.041183], [-0.796407, -0.215769, 1.830865], [0.716033, 1.572531, -0.340122], [0.728056, -1.590319, -0.392196], [1.323811, -0.462795, 0.082420]],
  "forces_ev_per_a": [[2.0, 0.7, 0.6], [-1.9, 0.2, -0.3], [0.8, 1.1, 1.1], [-0.7, 0.5, -0.3], [0.3, -2.4, -0.1], [2.1, 0.4, -2.7], [0.0, -1.7, -0.3], [-0.2, 0.2, 0.5], [0.4, 0.6, 1.0], [-0.5, -0.6, 0.6], [-0.1, 0.2, -0.3], [0.1, 1.2, 0.9], [0.4, 0.5, -0.4], [-1.0, -1.0, 1.0], [-0.2, -1.7, -1.3], [-1.5, 1.7, -0.1]],
  "smiles": "C=C1C=NN2CC[C@H]12",
  "e_tot_ha": -342.8212,
  "de_lowest_kj_mol": 295.9
}